Record 1
The following is a quantum chemistry calculation of a cluster of 11 separate species, F6H20O10P in total, from OMol25.

Structure (XYZ):
```
37
F6H20O10P ωB97M-V with the def2-TZVPD basis set
P -0.621 0.254 0.059
F -1.446 -0.904 -0.713
F -0.766 1.235 -1.215
F -2.017 0.850 0.638
F 0.173 1.444 0.836
F -0.480 -0.675 1.368
F 0.764 -0.349 -0.491
O -3.840 2.107 -1.357
H -3.957 1.510 -2.103
H -2.981 1.846 -1.005
O 3.703 -1.246 0.577
H 3.182 -0.666 0.008
H 3.768 -2.069 0.086
O -1.842 1.853 3.393
H -1.798 1.412 2.535
H -1.613 2.767 3.203
O 0.193 -2.696 -2.396
H 0.195 -2.203 -3.222
H -0.210 -2.094 -1.755
O 2.634 1.885 -0.660
H 1.730 1.586 -0.813
H 2.865 2.391 -1.443
O 1.626 2.947 2.676
H 1.599 2.275 1.984
H 0.734 3.302 2.687
O 0.397 0.017 4.379
H 0.649 -0.505 3.610
H 0.021 0.821 3.996
O -2.536 -0.176 -3.424
H -1.807 -0.428 -2.845
H -2.840 -1.003 -3.809
O -1.079 -3.393 0.639
H -1.512 -2.533 0.695
H -0.947 -3.653 1.554
O 3.028 -1.848 -2.401
H 2.854 -2.084 -3.315
H 2.176 -1.974 -1.958
```

Computed properties:
Charge: -1
Multiplicity: 1
Frontier orbital gap in eV: 10.39
Relative energy (zero: lowest compared OMol25 entry of this formula, charge and spin) in kJ/mol: 53.52

=====

Record 2
The following is a quantum chemistry calculation of an isolated molecule of C3H5NO2Si, from OMol25.

Structure (XYZ):
```
12
C3H5NO2Si ωB97M-V with the def2-TZVPD basis set
C -1.839 -0.223 0.208
C 0.416 -0.527 0.040
C -1.323 1.015 -0.631
N -0.640 -0.875 0.537
O -2.931 -0.516 0.558
O -0.044 1.170 -0.926
Si 2.300 -0.740 0.301
H -1.978 1.236 -1.451
H -1.783 1.837 0.068
H 2.684 0.510 1.163
H 2.799 -1.014 -1.025
H 2.340 -1.874 1.158
```

Computed properties:
Charge: 0
Multiplicity: 1
Frontier orbital gap in eV: 8.87
Relative energy (zero: lowest compared OMol25 entry of this formula, charge and spin) in kJ/mol: 478.96

=====

Record 3
The following is a quantum chemistry calculation of an isolated molecule of C5H11N, from OMol25.

Structure (XYZ):
```
17
C5H11N ωB97M-V with the def2-TZVPD basis set
C -0.895 1.414 0.005
C -0.977 -0.064 -0.376
C 0.243 -0.857 0.105
C 1.534 -0.368 -0.464
C 2.571 0.052 0.251
H 0.037 1.856 -0.384
H -1.777 1.916 -0.409
H -0.874 1.533 1.080
H -0.996 -0.113 -1.468
H -2.322 -1.601 -0.150
H -2.260 -0.605 1.109
H 0.300 -0.776 1.198
H 0.058 -1.925 -0.160
H 1.597 -0.326 -1.547
H 3.462 0.423 -0.225
H 2.555 0.065 1.340
N -2.256 -0.623 0.094
```

Computed properties:
SMILES: C=CC[C@H](C)N
Charge: 0
Multiplicity: 1
Frontier orbital gap in eV: 10.41
Relative energy (zero: lowest compared OMol25 entry of this formula, charge and spin) in kJ/mol: 58.66

=====

Record 4
The following is a quantum chemistry calculation of an isolated molecule of C5H6O, from OMol25.

Structure (XYZ):
```
12
C5H6O ωB97M-V with the def2-TZVPD basis set
C -2.408 -0.540 -0.822
C -1.310 -0.431 -0.367
C -0.019 -0.261 0.171
C 0.498 0.948 0.950
O 1.783 0.813 0.333
C 1.306 -0.190 -0.573
H -3.363 -0.937 -0.997
H -0.255 -1.260 0.732
H 0.020 1.908 0.728
H 0.523 0.827 2.033
H 1.893 -1.109 -0.552
H 1.258 0.159 -1.608
```

Computed properties:
SMILES: C#CC1COC1
Charge: 0
Multiplicity: 1
Frontier orbital gap in eV: 10.64
Relative energy (zero: lowest compared OMol25 entry of this formula, charge and spin) in kJ/mol: 341.42

=====

Record 5
The following is a quantum chemistry calculation of a structure of composition C9H12O6P2S, from OMol25.

Structure (XYZ):
```
30
C9H12O6P2S ωB97M-V with the def2-TZVPD basis set
O -3.248 2.986 -1.803
C -2.854 2.574 -0.751
O -3.433 1.547 -0.052
C -1.633 3.166 -0.039
O -0.466 2.906 -0.834
P 0.074 1.419 -0.834
O -0.970 0.397 -1.013
O 0.983 1.252 0.440
C 0.509 0.499 1.573
C 0.735 -0.979 1.421
C -0.019 -1.856 2.192
C 0.186 -3.225 2.099
C 1.145 -3.727 1.230
C 1.905 -2.853 0.465
C 1.703 -1.484 0.562
O 1.153 1.513 -1.997
P 1.191 0.409 -3.216
S 2.479 0.778 -4.584
H -3.037 0.716 -0.361
H -1.731 4.246 0.038
H -1.551 2.748 0.963
H 1.082 0.873 2.422
H -0.543 0.710 1.766
H -0.782 -1.471 2.860
H -0.412 -3.900 2.696
H 1.300 -4.794 1.150
H 2.657 -3.239 -0.209
H 2.304 -0.805 -0.032
H 1.406 -0.774 -2.509
H -0.132 0.369 -3.642
```

Computed properties:
Charge: 0
Multiplicity: 1
Frontier orbital gap in eV: 9.80

=====

Record 6
The following is a quantum chemistry calculation of a structure of composition C6H7O6Tl, from OMol25.

Structure (XYZ):
```
20
C6H7O6Tl ωB97M-V with the def2-TZVPD basis set
O 0.373 0.867 1.614
O -1.756 0.070 1.309
C -2.668 0.034 0.235
C -1.942 0.754 -0.928
O -0.680 1.079 -0.403
C -0.410 0.245 0.802
H -2.925 -1.004 -0.037
H -3.590 0.548 0.535
H -2.455 1.676 -1.234
H -1.851 0.098 -1.810
Tl 1.407 1.988 -0.056
O 2.534 -0.824 0.046
O 4.479 -0.417 0.995
C 1.338 -1.022 -0.541
C 0.113 -1.136 0.289
O 3.505 1.116 -0.367
C 3.597 0.047 0.270
H 1.308 -0.716 -1.589
H -0.666 -1.639 -0.307
H 0.287 -1.763 1.178
```

Computed properties:
Charge: -1
Multiplicity: 2
<S²>: 0.75
Frontier orbital gap (alpha / beta) in eV: 6.62 / 7.18

=====

> What is the charge in the third record?

0